No. 1
33
Properties=species:S:1:pos:R:3 method="wB97M-V/def2-TZVPD" fmax_ev_per_a=5.3 de_lowest_kj_mol=889.36 homo_lumo_gap_ha=0.350 multiplicity=1
C -3.747 -0.663 -0.622
C -2.152 -0.746 -0.659
C -1.339 0.107 0.173
C -1.684 1.576 0.010
C -0.292 2.027 0.923
C 0.905 1.184 0.340
C 2.050 1.500 -0.661
C 2.960 0.117 -0.975
C 2.426 -1.104 -0.198
C 0.887 -1.387 -0.109
C 0.760 -1.906 1.293
H -4.254 0.161 -1.172
H -4.195 -1.873 -0.914
H -3.755 -0.311 0.633
H -1.953 -1.884 -0.561
H -2.026 -0.139 -1.620
H -1.490 -0.187 1.152
H -2.501 1.854 0.722
H -1.777 2.054 -1.034
H -0.452 1.836 2.102
H -0.032 3.180 0.771
H 1.357 0.950 1.284
H 1.580 1.824 -1.649
H 2.893 2.044 -0.095
H 4.092 0.376 -0.632
H 2.942 0.057 -2.132
H 2.912 -0.915 0.946
H 2.948 -1.854 -0.664
H 0.661 -2.044 -1.142
H 0.870 -3.106 1.168
H 1.821 -1.351 1.836
H -0.477 -1.356 1.791
N 0.060 -0.021 -0.308

---

No. 2
33
Properties=species:S:1:pos:R:3 method="wB97M-V/def2-TZVPD" fmax_ev_per_a=10.5 de_lowest_kj_mol=1122.31 homo_lumo_gap_ha=0.302 multiplicity=1
C -3.686 -0.498 -0.409
C -2.161 -0.766 -0.754
C -1.156 0.286 -0.076
C -1.438 1.806 -0.017
C -0.121 2.148 0.650
C 0.759 0.963 0.485
C 2.287 1.349 -0.120
C 2.684 0.186 -1.139
C 2.313 -1.101 -0.382
C 0.755 -1.186 -0.094
C 0.539 -2.022 1.227
H -4.021 0.286 -1.598
H -4.357 -2.015 -0.206
H -3.428 0.258 0.899
H -1.596 -1.787 -0.236
H -1.849 -0.572 -1.913
H -1.264 0.161 1.027
H -2.187 2.055 0.791
H -1.527 2.340 -1.109
H -0.467 2.331 1.693
H 0.183 3.237 0.303
H 1.197 0.294 1.367
H 2.087 2.420 -0.627
H 3.103 1.229 0.700
H 3.755 0.185 -1.334
H 2.149 0.168 -2.103
H 2.786 -1.118 0.515
H 2.689 -1.992 -0.959
H 0.087 -1.856 -0.827
H 1.611 -2.708 1.358
H 0.485 -1.310 2.119
H -0.390 -2.896 1.071
N 0.178 0.123 -0.304

---

No. 3
39
Properties=species:S:1:pos:R:3 method="wB97M-V/def2-TZVPD" fmax_ev_per_a=4.0 de_lowest_kj_mol=160.73 homo_lumo_gap_ha=0.355 smiles="CC(C)C[C@H](NC(=O)[C@@H](N)CCC(N)=O)C(=O)O" multiplicity=1
C 2.049 -1.760 -0.296
C 1.023 -0.724 0.270
C 3.461 -1.071 -0.551
C 4.290 -0.649 0.728
C 4.689 0.827 0.513
C -1.439 -0.457 0.780
C -2.484 -1.589 0.882
C -1.911 0.609 -0.195
C -3.150 1.445 0.080
C -4.358 0.865 -0.621
C -3.088 2.825 -0.523
H 2.158 -3.104 -1.782
H 1.510 -1.737 -2.192
H 2.130 -2.488 0.450
H 4.060 -1.611 -1.286
H 3.157 -0.105 -1.115
H 5.164 -1.298 0.849
H 3.709 -0.748 1.629
H 4.446 2.795 0.812
H 2.969 1.723 1.137
H -0.331 -2.021 -0.329
H -1.138 -0.002 1.709
H -1.079 1.283 -0.475
H -2.113 0.087 -1.147
H -3.284 1.660 1.091
H -4.460 -0.235 -0.644
H -4.356 1.166 -1.692
H -5.248 1.313 -0.259
H -2.173 3.351 -0.192
H -2.876 2.732 -1.614
H -3.915 3.473 -0.458
H -3.905 -2.284 1.855
N 1.545 -2.384 -1.419
N 4.006 1.884 1.093
N -0.298 -1.151 0.230
O 1.432 0.286 0.803
O 5.746 0.953 -0.102
O -2.738 -2.238 -0.072
O -3.202 -1.622 2.053

---

No. 4
39
Properties=species:S:1:pos:R:3 method="wB97M-V/def2-TZVPD" fmax_ev_per_a=5.2 de_lowest_kj_mol=304.49 homo_lumo_gap_ha=0.377 smiles="CC[C@H](C)[C@H](NC(=O)[C@@H](N)CCC(N)=O)C(=O)O" multiplicity=1
C -1.915 -0.115 1.964
C -0.529 0.083 1.462
C -2.551 0.311 0.595
C -2.458 1.811 0.397
C -2.183 2.296 -0.897
C 1.295 -0.899 -0.005
C 1.770 0.525 -0.694
C 1.348 -2.262 -0.851
C 0.574 -2.033 -2.231
C 2.800 -2.954 -1.007
C 3.224 -3.738 0.162
H -2.907 1.552 3.087
H -1.498 1.164 3.495
H -2.137 -1.164 2.222
H -3.575 -0.101 0.611
H -2.154 -0.178 -0.303
H -1.720 2.103 1.118
H -3.336 2.285 0.740
H -0.307 1.209 -0.976
H -0.709 2.149 -2.301
H -0.706 -1.527 0.108
H 1.946 -1.050 0.918
H 0.736 -3.095 -0.392
H 0.583 -2.914 -2.841
H -0.525 -1.975 -1.992
H 0.858 -1.133 -2.714
H 2.807 -3.583 -1.935
H 3.529 -2.144 -1.129
H 3.008 -3.229 1.193
H 4.307 -3.991 0.113
H 2.674 -4.713 0.134
H 1.447 1.479 1.010
N -2.292 0.703 3.165
N -0.917 1.803 -1.401
N -0.062 -0.804 0.436
O 0.304 0.782 2.048
O -2.796 3.133 -1.499
O 2.046 0.676 -1.842
O 1.988 1.509 0.175

---

No. 5
40
Properties=species:S:1:pos:R:3 method="wB97M-V/def2-TZVPD" charge=-1 fmax_ev_per_a=0.5 de_lowest_kj_mol=0.00 homo_lumo_gap_ha=0.232 multiplicity=1
Pd -0.257 0.002 -0.177
N -0.072 -0.010 2.044
C 0.840 0.850 2.807
C 2.071 0.086 3.289
C 3.251 -0.076 2.336
C 2.984 -0.927 1.094
N 2.419 -0.108 0.035
H -1.021 0.339 2.088
H -0.091 -0.946 2.432
H 0.338 1.247 3.699
H 1.117 1.693 2.174
H 1.750 -0.909 3.621
H 2.433 0.589 4.191
H 4.068 -0.525 2.909
H 3.607 0.911 2.021
H 2.251 -1.703 1.334
H 3.910 -1.446 0.804
H 2.188 -0.632 -0.800
H 3.043 0.644 -0.225
S -0.301 0.047 -2.452
C -0.982 -1.537 -2.778
C -1.337 -1.750 -4.142
N -1.625 -1.883 -5.250
C -1.161 -2.540 -1.860
S -0.852 -2.413 -0.160
C -1.662 -3.799 -2.313
N -2.054 -4.830 -2.649
C -0.423 3.562 0.221
Si -1.421 1.971 -0.135
C -2.670 1.856 1.321
C -2.480 2.352 -1.660
H -1.082 4.436 0.250
H 0.325 3.729 -0.557
H 0.099 3.512 1.179
H -3.355 2.708 1.269
H -2.198 1.908 2.307
H -3.266 0.942 1.270
H -3.100 3.242 -1.500
H -3.133 1.511 -1.895
H -1.849 2.517 -2.532

---

No. 6
42
Properties=species:S:1:pos:R:3 method="wB97M-V/def2-TZVPD" fmax_ev_per_a=1.6 de_lowest_kj_mol=102.06 homo_lumo_gap_ha=0.328 smiles="[H]/N=C(/N)NCCC[C@H](N)C(=O)N[C@@H](CCC(=O)O)C(=O)O" multiplicity=1
C 0.311 -1.100 -1.300
C -1.056 -1.799 -1.327
C 1.189 -1.755 -0.219
C 2.688 -1.461 -0.339
C 3.120 -0.096 0.161
C 5.195 1.237 0.384
C -2.089 -0.548 0.650
C -2.930 -1.247 1.720
C -2.674 0.852 0.404
C -4.126 0.824 -0.091
C -4.608 2.216 -0.457
H 0.068 0.741 -0.293
H -0.269 0.801 -1.898
H 0.720 -1.389 -2.262
H 0.848 -1.459 0.794
H 1.045 -2.847 -0.305
H 2.983 -1.597 -1.378
H 3.242 -2.226 0.224
H 2.639 0.701 -0.439
H 2.765 0.046 1.205
H 5.028 -0.751 0.526
H 6.691 0.498 1.321
H 5.063 3.210 0.055
H 4.059 2.286 -0.956
H -2.854 -2.036 -0.548
H -1.044 -0.481 1.021
H -2.057 1.379 -0.325
H -2.627 1.468 1.337
H -4.758 0.411 0.673
H -4.198 0.204 -0.972
H -6.278 1.416 -0.795
H -2.125 -0.132 3.016
N 0.344 0.358 -1.214
N 4.563 0.040 0.099
N 6.334 1.400 0.960
N 4.475 2.367 -0.020
N -2.115 -1.382 -0.528
O -1.220 -2.746 -2.067
O -3.726 -2.117 1.474
O -3.915 3.200 -0.418
O -5.894 2.286 -0.845
O -2.806 -0.774 2.974